C2H7O2 | the ωB97M-V functional and the def2-TZVPD basis

Positions of all 11 atoms, in Å:
O  -0.158  0.562  -2.530
H  0.573  0.376  -3.134
C  0.495  -0.378  0.414
O  -0.130  -1.124  -0.575
C  -0.507  0.301  1.352
H  1.188  0.371  0.002
H  1.169  -1.021  1.006
H  -0.301  -0.460  -1.334
H  -0.768  -0.388  2.159
H  -1.436  0.552  0.843
H  -0.126  1.210  1.797

Calculated values
**E_LUMO**: 4.46 eV
**Net charge**: -1
**HOMO**: -3.091 eV

Charges in e, computed with natural (NBO), in the same order as the atoms: number 1, O, carries -1.302; number 2, H, carries 0.405; number 3, C, carries -0.048; number 4, O, carries -0.795; number 5, C, carries -0.633; number 6, H, carries 0.155; number 7, H, carries 0.122; number 8, H, carries 0.524; number 9, H, carries 0.176; number 10, H, carries 0.214; number 11, H, carries 0.181

***

C2H7O2 | the ωB97M-V functional and the def2-TZVPD basis

Positions of all 11 atoms, in Å:
O  -2.257  -0.429  -0.795
H  -1.062  -0.471  -0.218
H  -2.916  0.060  -1.286
H  -2.667  -1.224  -1.055
O  -0.369  -0.533  0.626
C  0.498  0.314  0.877
C  1.764  0.300  0.103
H  0.274  0.954  1.727
H  1.889  0.952  -0.682
H  2.331  -0.643  -0.208
H  2.517  0.720  0.910

Calculated values
**Multiplicity**: 2
**E_LUMO (alpha / beta)**: 0.08 / 0.02 eV
**⟨S²⟩**: 0.753
**HOMO (alpha / beta)**: -5.454 / -9.232 eV

Charges in e, computed with natural (NBO), in the same order as the atoms: number 1, O, carries -0.884; number 2, H, carries 0.497; number 3, H, carries 0.497; number 4, H, carries 0.487; number 5, O, carries -0.743; number 6, C, carries 0.121; number 7, C, carries -0.703; number 8, H, carries 0.124; number 9, H, carries 0.197; number 10, H, carries 0.206; number 11, H, carries 0.202

***

C2H7O2 | the ωB97M-V functional and the def2-TZVPD basis

Positions of all 11 atoms, in Å:
O  1.234  1.211  -0.348
H  1.178  1.750  -1.137
H  0.998  -1.204  0.332
H  2.158  1.138  -0.135
C  -0.075  -1.321  0.420
C  -0.754  -0.100  -0.135
O  -1.295  0.694  0.671
H  -0.365  -2.191  -0.172
H  -0.456  -1.453  1.429
H  -0.794  0.059  -1.210
H  -1.827  1.416  0.285

Calculated values
**E_LUMO**: -5.38 eV
**Net charge**: +1
**HOMO**: -16.811 eV

Charges in e, computed with natural (NBO), in the same order as the atoms: number 1, O, carries -0.956; number 2, H, carries 0.495; number 3, H, carries 0.297; number 4, H, carries 0.509; number 5, C, carries -0.726; number 6, C, carries 0.604; number 7, O, carries -0.516; number 8, H, carries 0.278; number 9, H, carries 0.266; number 10, H, carries 0.208; number 11, H, carries 0.542

***

C2H7O2 | the ωB97M-V functional and the def2-TZVPD basis

Positions of all 11 atoms, in Å:
O  -1.570  2.305  -0.555
H  -2.385  2.591  -0.127
H  1.251  -2.661  0.213
H  -1.377  2.992  -1.207
C  1.318  -1.630  0.533
C  0.177  -0.821  0.136
O  0.252  0.395  -0.114
H  2.219  -1.229  0.061
H  1.445  -1.482  1.609
H  -0.750  -1.322  -0.150
H  -0.579  0.865  -0.400

Calculated values
**E_LUMO**: -5.62 eV
**Net charge**: +1
**HOMO**: -16.665 eV

Charges in e, computed with natural (NBO), in the same order as the atoms: number 1, O, carries -0.978; number 2, H, carries 0.511; number 3, H, carries 0.282; number 4, H, carries 0.510; number 5, C, carries -0.755; number 6, C, carries 0.573; number 7, O, carries -0.505; number 8, H, carries 0.289; number 9, H, carries 0.308; number 10, H, carries 0.197; number 11, H, carries 0.567

***

C2H7O4 | the ωB97M-V functional and the def2-TZVPD basis

Positions of all 13 atoms, in Å:
O  -1.051  -0.352  -1.104
C  -0.811  -1.546  -0.929
O  0.226  -1.757  -0.220
C  -1.728  -2.652  -1.321
H  -1.221  -3.198  -2.123
H  -1.766  -3.410  -0.559
H  -2.676  -2.253  -1.663
H  2.615  3.350  4.742
H  1.514  4.106  4.147
O  2.326  4.267  4.645
H  1.596  0.959  -1.775
H  0.116  0.944  -1.835
O  0.861  1.542  -2.005

Calculated values
**Multiplicity**: 2
**E_LUMO (alpha / beta)**: 0.51 / -3.52 eV
**⟨S²⟩**: 0.757
**HOMO (alpha / beta)**: -10.879 / -10.863 eV

Charges in e, computed with natural (NBO), in the same order as the atoms: number 1, O, carries -0.490; number 2, C, carries 0.746; number 3, O, carries -0.266; number 4, C, carries -0.743; number 5, H, carries 0.253; number 6, H, carries 0.253; number 7, H, carries 0.256; number 8, H, carries 0.462; number 9, H, carries 0.464; number 10, O, carries -0.926; number 11, H, carries 0.457; number 12, H, carries 0.480; number 13, O, carries -0.948

***

C2H7OPS | the ωB97M-V functional and the def2-TZVPD basis

Positions of all 12 atoms, in Å:
C  1.667  -0.139  -0.595
C  -2.091  -0.608  0.235
O  0.787  1.015  -0.620
P  -0.990  -0.871  1.526
S  -2.602  1.133  0.078
H  2.717  0.161  -0.573
H  1.413  -0.746  -1.426
H  1.345  -0.754  0.278
H  1.281  1.784  -0.842
H  0.106  0.037  2.035
H  -0.230  -1.846  0.901
H  -3.403  0.835  -0.997

Calculated values
**E_LUMO**: -0.28 eV
**HOMO**: -8.882 eV

Charges in e, computed with natural (NBO), in the same order as the atoms: number 1, C, carries -0.254; number 2, C, carries -0.525; number 3, O, carries -0.740; number 4, P, carries 0.345; number 5, S, carries 0.053; number 6, H, carries 0.176; number 7, H, carries 0.175; number 8, H, carries 0.171; number 9, H, carries 0.469; number 10, H, carries -0.004; number 11, H, carries -0.002; number 12, H, carries 0.135

***

C2H7OS | the ωB97M-V functional and the def2-TZVPD basis

Positions of all 11 atoms, in Å:
C  -0.281  -1.858  -0.183
S  -1.781  -1.653  -1.206
H  -0.210  -0.961  0.429
H  0.569  -2.129  -0.803
H  -0.399  -2.780  0.402
H  -2.692  -1.747  -0.220
C  0.954  2.220  0.319
O  0.389  0.997  0.218
H  0.389  3.023  -0.226
H  1.997  2.271  -0.095
H  1.066  2.618  1.365

Calculated values
**E_LUMO**: 3.51 eV
**Net charge**: -1
**HOMO**: -2.108 eV

Charges in e, computed with natural (NBO), in the same order as the atoms: number 1, C, carries -0.720; number 2, S, carries -0.094; number 3, H, carries 0.303; number 4, H, carries 0.211; number 5, H, carries 0.176; number 6, H, carries 0.100; number 7, C, carries -0.182; number 8, O, carries -0.998; number 9, H, carries 0.070; number 10, H, carries 0.068; number 11, H, carries 0.066

***

C2H7OS | the ωB97M-V functional and the def2-TZVPD basis

Positions of all 11 atoms, in Å:
C  -2.057  1.691  -1.273
S  -1.895  -0.160  -1.411
H  -1.182  2.185  -0.854
H  -2.880  1.782  -0.570
H  -2.368  2.134  -2.219
H  0.219  -0.923  0.748
C  2.056  -1.339  1.097
O  0.766  -1.042  1.548
H  2.050  -2.294  0.564
H  2.727  -1.372  1.954
H  2.564  -0.661  0.416

Calculated values
**E_LUMO**: 3.79 eV
**Net charge**: -1
**HOMO**: -2.224 eV

Charges in e, computed with natural (NBO), in the same order as the atoms: number 1, C, carries -0.734; number 2, S, carries -0.772; number 3, H, carries 0.171; number 4, H, carries 0.181; number 5, H, carries 0.170; number 6, H, carries 0.503; number 7, C, carries -0.240; number 8, O, carries -0.737; number 9, H, carries 0.150; number 10, H, carries 0.155; number 11, H, carries 0.152

***

C2H7OS | the ωB97M-V functional and the def2-TZVPD basis

Positions of all 11 atoms, in Å:
O  4.081  -2.253  -0.052
H  3.204  -2.515  -0.041
C  -2.133  1.038  0.207
C  -0.828  0.596  -0.487
S  0.644  0.853  0.568
H  -3.115  0.789  -0.368
H  -2.216  0.508  1.230
H  -1.984  2.120  0.550
H  -0.590  1.032  -1.478
H  -0.764  -0.459  -0.880
H  3.700  -1.709  0.751

Calculated values
**Multiplicity**: 2
**E_LUMO (alpha / beta)**: 0.67 / -2.07 eV
**⟨S²⟩**: 0.753
**HOMO (alpha / beta)**: -9.571 / -9.163 eV

Charges in e, computed with natural (NBO), in the same order as the atoms: number 1, O, carries -0.901; number 2, H, carries 0.448; number 3, C, carries -0.642; number 4, C, carries -0.601; number 5, S, carries 0.090; number 6, H, carries 0.225; number 7, H, carries 0.218; number 8, H, carries 0.227; number 9, H, carries 0.246; number 10, H, carries 0.238; number 11, H, carries 0.452

***

C2H7S | the ωB97M-V functional and the def2-TZVPD basis

Positions of all 10 atoms, in Å:
C  1.929  0.541  -3.539
H  2.656  -0.142  -3.937
H  1.083  -0.088  -3.327
H  2.319  0.893  -2.590
H  1.865  1.339  -4.277
C  0.141  0.124  0.915
S  -1.355  -0.404  1.742
H  0.762  0.587  1.626
H  -0.136  0.555  -0.099
H  0.717  -0.672  0.465

Calculated values
**E_LUMO**: 3.45 eV
**Net charge**: -1
**HOMO**: -1.814 eV

Charges in e, computed with natural (NBO), in the same order as the atoms: number 1, C, carries -0.854; number 2, H, carries 0.198; number 3, H, carries 0.227; number 4, H, carries 0.221; number 5, H, carries 0.205; number 6, C, carries -0.767; number 7, S, carries -0.742; number 8, H, carries 0.182; number 9, H, carries 0.171; number 10, H, carries 0.157

***

C2H7S2 | the ωB97M-V functional and the def2-TZVPD basis

Positions of all 11 atoms, in Å:
C  2.309  1.064  -0.784
C  1.110  0.437  -0.039
S  -0.162  -0.257  -1.227
H  2.003  1.958  -1.391
H  2.699  0.373  -1.526
H  3.101  1.454  -0.094
H  1.419  -0.365  0.634
H  0.485  1.153  0.548
H  -1.363  -0.276  -0.057
S  -1.528  -0.464  1.569
H  -1.822  -1.765  1.343

Calculated values
**E_LUMO**: 3.97 eV
**Net charge**: -1
**HOMO**: -2.875 eV

Charges in e, computed with natural (NBO), in the same order as the atoms: number 1, C, carries -0.621; number 2, C, carries -0.504; number 3, S, carries -0.459; number 4, H, carries 0.196; number 5, H, carries 0.204; number 6, H, carries 0.182; number 7, H, carries 0.198; number 8, H, carries 0.206; number 9, H, carries 0.190; number 10, S, carries -0.704; number 11, H, carries 0.112

***

C2H7S2 | the ωB97M-V functional and the def2-TZVPD basis

Positions of all 11 atoms, in Å:
S  3.371  -2.434  2.865
H  2.325  -3.263  2.848
C  0.525  -0.156  -0.431
S  -1.167  -0.336  -1.132
C  -1.826  1.316  -0.884
H  1.037  0.151  -1.394
H  1.076  -0.966  -0.031
H  0.675  0.587  0.383
H  -2.712  1.416  -1.595
H  -2.271  1.464  0.113
H  -1.032  2.222  -0.742

Calculated values
**E_LUMO**: 2.86 eV
**Net charge**: -1
**HOMO**: -2.436 eV

Charges in e, computed with natural (NBO), in the same order as the atoms: number 1, S, carries -1.075; number 2, H, carries 0.079; number 3, C, carries -0.755; number 4, S, carries 0.171; number 5, C, carries -0.784; number 6, H, carries 0.207; number 7, H, carries 0.269; number 8, H, carries 0.231; number 9, H, carries 0.227; number 10, H, carries 0.205; number 11, H, carries 0.224

***

Respective energy above the lowest of the compared OMol25 structures with the same formula, charge and spin values: 0.305, 1.773, 0.552, 0.243, 0.000, 5.439, 2.238, 1.032, 1.164, 0.973, 0.637, 1.422 eV.
Respective E_tot values: -230.8735, -230.7390, -230.5805, -230.5918, -381.2909, -895.0162, -553.7817, -553.8260, -553.7296, -478.5733, -876.7866, -876.7577 hartree.